(1)
A structure of composition C35H30N5O5PS2Ta, computed with the ωB97M-V functional and the def2-TZVPD basis.

Structure (XYZ):
```
79
Properties=species:S:1:pos:R:3
Ta 1.05436 0.58808 0.17956
O -3.48623 4.15576 2.63612
C -2.53615 3.41288 2.13814
C -2.87974 2.15541 1.58788
C -1.86867 1.37973 1.06661
N -0.57643 1.81925 1.08370
C -0.27629 2.91455 1.75653
C -1.21066 3.79295 2.26243
C 1.20132 3.02300 1.90072
O 1.72948 4.05878 2.24776
O 1.81571 1.91078 1.53941
C -1.96940 -0.02684 0.51414
O -3.01480 -0.62032 0.42550
O -0.78134 -0.45792 0.21226
H -4.41104 3.82774 2.42522
H -3.88202 1.78464 1.61662
H -0.80504 4.66032 2.75948
S 3.16492 -0.22863 1.29099
C 3.39899 -1.92496 0.85236
C 4.02027 -2.72580 1.84263
N 4.34091 -3.37753 2.74841
C 2.71122 -2.48707 -0.11933
S 1.50508 -1.59168 -0.99521
C 2.71058 -3.91108 -0.35112
N 2.69573 -5.06267 -0.33831
C -0.79094 -1.97017 -5.65175
C 0.41087 -1.32425 -5.59647
C 0.66029 -0.39275 -4.56329
C -0.29222 -0.13160 -3.57658
C -1.48808 -0.88030 -3.54888
C -1.72832 -1.77177 -4.59537
P 0.16986 1.02689 -2.28000
C -1.04838 2.38139 -2.24241
C -2.39688 2.16912 -2.57049
C -3.31437 3.21907 -2.41589
C -2.88813 4.36656 -1.79815
C -1.54649 4.60508 -1.54670
C -0.63657 3.61664 -1.78193
C 1.72644 1.79751 -2.55854
C 2.31628 2.54723 -3.58888
C 3.42523 3.31631 -3.29931
C 3.93884 3.35764 -1.97979
C 3.31943 2.64208 -0.97253
C 2.17519 1.83345 -1.23076
H -0.97264 -2.63426 -6.47885
H 1.16638 -1.28645 -6.39838
H 1.63038 0.17859 -4.56550
H -2.16368 -0.84449 -2.71549
H -2.65325 -2.34669 -4.55947
H -2.73949 1.24370 -2.97844
H -4.33689 3.17962 -2.78041
H -3.56971 5.21109 -1.68012
H -1.32682 5.61861 -1.30874
H 0.39862 3.84107 -1.61755
H 2.03023 2.46228 -4.61043
H 3.97239 3.78086 -4.11747
H 4.80966 3.95316 -1.87888
H 3.74817 2.73859 0.02555
C -1.30837 -4.26134 4.14700
C -1.55474 -2.77470 3.97393
N -0.62353 -2.22680 3.00595
C 0.67546 -2.14977 3.63729
C 1.05155 -3.49988 4.24876
N 0.12032 -4.48190 3.66276
C 0.06847 -4.37297 2.15230
C -0.49553 -3.00707 1.79915
H -1.94049 -4.88701 3.45138
H -1.40540 -4.65737 5.16409
H -1.44356 -2.25715 4.92588
H -2.57588 -2.64878 3.62304
H 0.65997 -1.39628 4.42184
H 1.40391 -1.87430 2.87340
H 0.83291 -3.53269 5.29963
H 2.08691 -3.79543 3.99927
H 0.44411 -5.43151 3.85734
H -0.52523 -5.25630 1.82303
H 1.05992 -4.56111 1.75212
H -1.38678 -3.02556 1.20459
H 0.19985 -2.47529 1.15662
```

For the LUMO energy (alpha / beta), the calculation gives -3.70 / -3.70 eV. The charge is +1. The value obtained for the HOMO-LUMO gap (alpha / beta) is 6.977 / 6.978 eV. Its HOMO energy (alpha / beta) is -10.68 / -10.68 eV. The value obtained for the energy above the lowest of the compared OMol25 structures with the same formula, charge and spin is 91.0 kJ/mol.

Atom charges from the Löwdin analysis, given in e for atoms 1 to 2: 1.41 0.12

---

(2)
A structure of composition C35H30N9O4SY, computed with the ωB97M-V functional and the def2-TZVPD basis.

Structure (XYZ):
```
80
Properties=species:S:1:pos:R:3
Y -0.13326 0.28886 -0.10464
O 3.18262 2.89757 0.77351
C 2.34873 2.19195 0.21516
N 1.01960 2.15833 0.31176
C 0.21278 3.20703 0.81327
C 0.63542 4.19318 1.69087
C -0.24968 5.19717 2.06662
C -1.54033 5.21336 1.56656
C -1.97654 4.23008 0.68495
C -1.10814 3.21426 0.30273
N -1.43846 2.11378 -0.52195
C -2.55972 2.06618 -1.24247
O -3.41642 2.92726 -1.43020
C -2.78871 0.71291 -1.92368
C -4.01633 0.49559 -2.53433
C -4.22808 -0.70010 -3.19407
C -3.20824 -1.63933 -3.22694
C -2.03079 -1.36039 -2.55961
N -1.81871 -0.21235 -1.90810
C 2.84734 1.24654 -0.89191
C 4.17151 1.28721 -1.29078
C 4.56465 0.52789 -2.38038
C 3.63164 -0.25850 -3.03766
C 2.32905 -0.26594 -2.55711
N 1.94927 0.46260 -1.51176
H 1.64551 4.16017 2.06892
H 0.07876 5.96682 2.75265
H -2.22882 5.99387 1.86305
H -2.98172 4.24220 0.29519
H -4.75017 1.28462 -2.47482
H -5.17573 -0.90067 -3.67668
H -3.31733 -2.58292 -3.74256
H -1.23676 -2.09438 -2.51936
H 4.84978 1.93298 -0.75212
H 5.59050 0.55587 -2.72436
H 3.89461 -0.85504 -3.89857
H 1.56478 -0.87465 -3.02795
O -4.76516 0.60450 1.23173
C -4.44267 1.45521 2.23020
C -5.45643 2.29011 2.70388
C -5.19091 3.20464 3.70146
C -3.91391 3.31036 4.25041
C -2.91892 2.47260 3.79606
C -3.16202 1.52724 2.79838
C -2.06685 0.66535 2.31102
O -2.24576 0.02332 1.19899
N -0.96221 0.61862 3.02467
N 0.03670 -0.03691 2.32344
C 1.01098 -0.44975 3.03584
C 2.17283 -1.08667 2.41271
C 3.11728 -1.72467 3.21209
C 4.19317 -2.34359 2.60062
C 4.28462 -2.30167 1.21965
C 3.30028 -1.62929 0.50936
N 2.26534 -1.02661 1.08070
H -3.92198 0.20915 0.93456
H -6.43620 2.20967 2.25470
H -5.98397 3.85535 4.04758
H -3.70311 4.04862 5.01014
H -1.91409 2.54708 4.18778
H 0.98007 -0.31945 4.11654
H 3.00007 -1.72231 4.28630
H 4.94867 -2.84278 3.19312
H 5.10398 -2.76991 0.69388
H 3.34804 -1.57335 -0.57142
S -0.20666 -2.82004 -0.05352
C -0.74787 -3.18384 1.53148
N -1.78690 -2.58444 2.08419
C -2.22145 -2.80940 3.45573
C -1.06090 -3.31271 4.29584
C -0.41926 -4.50098 3.59684
N -0.10030 -4.13025 2.22752
H -2.12110 -1.74731 1.60525
H -3.04480 -3.53031 3.46365
H -2.60907 -1.86133 3.83029
H -1.41254 -3.60237 5.28534
H -0.32856 -2.51427 4.41796
H -1.09055 -5.36560 3.60958
H 0.50984 -4.79699 4.08554
H 0.67956 -4.54705 1.74833
```

For the LUMO energy, the calculation gives -0.49 eV. The charge is 0. The value obtained for the HOMO-LUMO gap is 6.328 eV. Its HOMO energy is -6.82 eV. The value obtained for the energy above the lowest of the compared OMol25 structures with the same formula, charge and spin is 64.1 kJ/mol.

Atom charges from the Löwdin analysis, given in e for atoms 1 to 2: 1.45 0.04

---

(3)
A structure of composition C35H31AsIrN3O3S, computed with the ωB97M-V functional and the def2-TZVPD basis.

Structure (XYZ):
```
75
Properties=species:S:1:pos:R:3
Ir -0.63146 -0.80303 0.38409
C 7.25922 1.39753 2.25307
C 6.09502 0.63174 1.69722
C 4.85645 1.24726 1.52074
C 3.79024 0.55436 0.97932
C 3.94810 -0.77215 0.61353
C 5.16667 -1.40863 0.78705
C 6.23035 -0.70164 1.32479
S 2.61918 -1.67334 -0.11809
O 2.34831 -1.15310 -1.42399
O 2.92824 -3.06595 0.06008
N 1.28381 -1.34507 0.77856
C 1.06600 -1.94132 2.00862
C 1.89227 -2.63749 2.87993
C 1.31794 -3.06886 4.06380
C -0.02208 -2.81681 4.36256
C -0.78036 -2.13564 3.43197
N -0.24172 -1.71650 2.28440
H 6.92730 2.19808 2.91226
H 7.83715 1.85165 1.44622
H 7.93002 0.74672 2.81160
H 4.73086 2.28244 1.81184
H 2.83871 1.03696 0.84232
H 5.27671 -2.44656 0.50629
H 7.18253 -1.19831 1.45997
H 2.92451 -2.82943 2.63665
H 1.92663 -3.60583 4.77874
H -0.45940 -3.14046 5.29444
H -1.81807 -1.88755 3.60643
C 0.21318 5.15450 0.81974
C 1.03754 4.03876 0.85494
C 0.59551 2.83808 0.32244
C -0.66569 2.74809 -0.24884
C -1.49276 3.86649 -0.28320
C -1.04902 5.06772 0.25305
As -1.16890 1.08120 -1.07542
C -3.09330 1.17583 -1.21207
C -3.83959 1.48137 -0.07639
C -5.22435 1.45646 -0.12677
C -5.86874 1.11688 -1.30897
C -5.12739 0.80312 -2.43735
C -3.73964 0.82819 -2.39156
C -0.57464 1.23960 -2.89943
C -0.98757 2.31889 -3.67842
C -0.52913 2.44015 -4.97849
C 0.34642 1.49195 -5.49690
C 0.76081 0.42492 -4.71865
C 0.29999 0.29279 -3.41310
H 0.55552 6.09254 1.23507
H 2.02294 4.10470 1.29705
H 1.23264 1.96813 0.34883
H -2.48020 3.80921 -0.72529
H -1.69160 5.93756 0.22509
H -3.34284 1.75339 0.84939
H -5.80046 1.71018 0.75300
H -6.94955 1.10359 -1.35100
H -5.62795 0.54512 -3.36080
H -3.16832 0.58525 -3.27858
H -1.66269 3.06583 -3.27534
H -0.84904 3.27463 -5.58760
H 0.70802 1.59371 -6.51126
H 1.44868 -0.30772 -5.11787
H 0.63215 -0.53718 -2.80168
O -2.29112 -1.52230 -0.51428
N -2.78234 -2.70449 -0.07668
C -3.21443 -2.84490 1.18546
C -3.73669 -4.04841 1.59644
C -3.81293 -5.10111 0.69230
C -3.36487 -4.91845 -0.61145
C -2.84667 -3.69969 -0.98000
H -3.12648 -1.96289 1.79848
H -4.08147 -4.14517 2.61494
H -4.22210 -6.05276 0.99824
H -3.40387 -5.70941 -1.34479
H -2.46015 -3.45340 -1.95666
```

For the LUMO energy (alpha / beta), the calculation gives -3.25 / -3.56 eV. Its expectation value of S² is 0.756. As for the spin multiplicity: 2. The charge is +1. The value obtained for the HOMO-LUMO gap (alpha / beta) is 7.410 / 7.198 eV. Its HOMO energy (alpha / beta) is -10.66 / -10.76 eV. The value obtained for the energy above the lowest of the compared OMol25 structures with the same formula, charge and spin is 42.8 kJ/mol.

Atom charges from the Löwdin analysis, given in e for atoms 1 to 2: 1.04 -0.04

---

Q: Which formula does entry 2 have?
A: C35H30N9O4SY